Entry 1:
The following is a DFT calculation (ωB97M-V/def2-TZVPD) of the ion C2H5N4 with charge +1 in a non-equilibrium geometry.

Output
Frontier orbital gap in Ha: 0.372
Charge: +1
Total energy in eV: -8104.5369
Energy above the lowest of the compared OMol25 structures with the same formula, charge and spin in kJ/mol: 307.78

Geometry (Å):
1 C -3.337 0.035 0.116
2 C 0.112 0.008 0.305
3 N -4.236 0.706 -0.037
4 N 1.142 0.648 -0.193
5 N -2.021 -1.059 -0.118
6 N -0.979 -0.296 -0.437
7 H 0.207 0.045 1.359
8 H 2.043 0.740 0.352
9 H 1.139 1.105 -1.164
10 H -1.940 -1.607 0.702
11 H -1.082 -0.178 -1.418

---

Entry 2:
The following is a DFT calculation (ωB97M-V/def2-TZVPD) of the molecule C22H38N2O2S in a non-equilibrium geometry.

Output
Frontier orbital gap in Ha: 0.275
Total energy in eV: -41336.6375

Geometry (Å):
1 C 0.637 4.218 -1.343
2 C 1.154 2.937 -1.515
3 C 0.370 1.640 -1.644
4 C -0.091 0.939 -0.329
5 C 0.685 1.264 0.942
6 C 2.055 0.576 1.125
7 C 3.085 0.791 0.024
8 C 4.318 -0.120 0.280
9 C 5.320 0.477 1.298
10 C 5.036 -0.057 2.737
11 C -0.261 -0.587 -0.577
12 C 0.869 -1.413 -1.165
13 C 0.345 -2.868 -1.401
14 C 1.479 -3.903 -1.292
15 C 1.022 -5.167 -0.552
16 O -1.228 -0.527 -1.682
17 C -2.230 0.278 -1.240
18 O -3.362 0.136 -1.619
19 C -1.630 1.250 -0.190
20 C -2.302 0.860 1.144
21 C -3.825 1.100 1.203
22 C -4.562 -0.252 1.342
23 C -6.039 -0.189 0.917
24 N -6.273 -0.390 -0.512
25 N -1.863 2.702 -0.342
26 C -2.634 3.112 -1.203
27 S -3.627 3.708 -2.249
28 H 0.306 4.540 -0.359
29 H 0.595 4.929 -2.164
30 H 2.237 2.841 -1.609
31 H -0.471 1.870 -2.291
32 H 1.013 0.981 -2.219
33 H 0.104 0.999 1.824
34 H 0.856 2.340 1.031
35 H 2.483 1.003 2.035
36 H 1.883 -0.477 1.349
37 H 2.729 0.521 -0.968
38 H 3.449 1.818 0.010
39 H 3.984 -1.116 0.574
40 H 4.806 -0.247 -0.690
41 H 6.312 0.170 0.979
42 H 5.184 1.554 1.261
43 H 4.819 0.784 3.392
44 H 4.142 -0.673 2.711
45 H 5.891 -0.630 3.081
46 H -0.761 -1.130 0.223
47 H 1.721 -1.518 -0.502
48 H 1.185 -1.059 -2.142
49 H -0.449 -3.117 -0.698
50 H -0.045 -2.868 -2.416
51 H 2.328 -3.507 -0.730
52 H 1.863 -4.179 -2.274
53 H 0.606 -4.926 0.424
54 H 1.911 -5.771 -0.358
55 H 0.344 -5.769 -1.152
56 H -1.845 1.492 1.906
57 H -2.093 -0.163 1.454
58 H -4.233 1.555 0.302
59 H -4.095 1.699 2.070
60 H -4.067 -0.937 0.647
61 H -4.420 -0.689 2.333
62 H -6.482 0.744 1.264
63 H -6.543 -1.012 1.430
64 H -5.607 -1.051 -0.890
65 H -6.087 0.483 -0.992

---

Entry 3:
The following is a DFT calculation (ωB97M-V/def2-TZVPD) of a cluster of 2 separate species, C4H12N2O in total in a non-equilibrium geometry.

Output
Frontier orbital gap in Ha: 0.194
Total energy in eV: -9363.1718
Energy above the lowest of the compared OMol25 structures with the same formula, charge and spin in kJ/mol: 774.01

Geometry (Å):
1 N 1.174 -1.179 -0.286
2 C 0.280 -0.501 0.526
3 C -1.100 -0.836 -0.045
4 C -2.231 -0.014 0.771
5 O -2.280 1.194 0.312
6 C 0.589 1.041 0.490
7 N 2.048 1.216 0.601
8 H 1.586 -1.991 0.184
9 H 1.335 -0.465 -3.096
10 H 0.280 -0.777 1.593
11 H -1.181 -1.926 -0.151
12 H -1.164 -0.416 -1.053
13 H -1.938 -0.132 1.842
14 H -3.190 -0.552 0.654
15 H 0.035 1.576 1.257
16 H 0.212 1.322 -0.505
17 H 0.779 -0.163 -3.455
18 H 2.419 0.460 0.025
19 H 2.347 2.143 0.335

---

Entry 4:
The following is a DFT calculation (ωB97M-V/def2-TZVPD) of the molecule C3H8BBrO2 in a non-equilibrium geometry.

Output
Frontier orbital gap in Ha: 0.280
Total energy in eV: -78053.3629
Energy above the lowest of the compared OMol25 structures with the same formula, charge and spin in kJ/mol: 345.11

Geometry (Å):
1 B -0.616 -1.637 0.157
2 C 0.924 2.192 0.171
3 C 0.850 0.672 0.049
4 C -0.377 0.009 0.562
5 O -2.066 -1.793 -0.147
6 O 0.307 -1.844 -0.962
7 Br -1.530 1.065 1.656
8 H -0.079 2.712 -0.090
9 H 1.158 2.606 1.092
10 H 1.745 2.546 -0.597
11 H 1.649 0.127 0.577
12 H 0.806 0.109 -0.987
13 H -0.377 -2.348 1.073
14 H -2.161 -2.483 -0.831
15 H -0.233 -1.932 -1.726

---

Entry 5:
The following is a DFT calculation (ωB97M-V/def2-TZVPD) of a structure of composition C31H35BrKN4O3P2.

Output
Frontier orbital gap in Ha: 0.257
Charge: -1
Total energy in eV: -149767.1213

Geometry (Å):
1 K -0.321 0.044 0.412
2 Br 0.977 -5.980 5.164
3 C 0.221 -4.498 4.233
4 C -0.971 -4.665 3.518
5 C -1.528 -3.603 2.859
6 C -0.943 -2.289 2.852
7 O -1.516 -1.331 2.257
8 C 0.304 -2.171 3.571
9 C 1.076 -0.950 3.653
10 N 0.937 0.084 2.915
11 C 1.689 1.226 3.192
12 C 1.771 1.773 4.451
13 C 2.424 3.004 4.670
14 C 2.962 3.702 3.628
15 C 2.891 3.178 2.314
16 C 3.371 3.878 1.181
17 C 3.248 3.323 -0.054
18 C 2.692 2.030 -0.161
19 N 2.245 1.348 0.863
20 C 2.288 1.923 2.092
21 C 0.835 -3.275 4.259
22 H -1.449 -5.637 3.492
23 H -2.451 -3.724 2.305
24 H 1.870 -0.962 4.414
25 H 1.275 1.271 5.272
26 H 2.466 3.407 5.674
27 H 3.432 4.666 3.784
28 H 3.802 4.864 1.314
29 H 3.538 3.850 -0.951
30 H 2.595 1.569 -1.137
31 H 1.761 -3.147 4.810
32 C -2.085 1.066 -3.681
33 P -1.263 -0.333 -2.837
34 C -1.836 -1.714 -3.912
35 C 0.477 -0.198 -3.441
36 C 0.878 0.812 -4.315
37 C 2.193 0.918 -4.738
38 C 3.141 0.006 -4.298
39 C 2.760 -0.992 -3.417
40 C 1.443 -1.102 -2.975
41 P 0.981 -2.350 -1.704
42 C 1.596 -3.905 -2.476
43 C 2.309 -2.048 -0.464
44 H -1.975 1.047 -4.768
45 H -1.690 2.000 -3.280
46 H -3.146 0.996 -3.436
47 H -1.615 -1.534 -4.967
48 H -2.911 -1.821 -3.770
49 H -1.357 -2.643 -3.600
50 H 0.164 1.551 -4.646
51 H 2.478 1.725 -5.402
52 H 4.172 0.083 -4.623
53 H 3.509 -1.688 -3.055
54 H 2.638 -3.829 -2.795
55 H 0.980 -4.152 -3.342
56 H 1.507 -4.716 -1.752
57 H 3.308 -2.222 -0.872
58 H 2.156 -2.710 0.391
59 H 2.265 -1.017 -0.103
60 C -1.362 3.514 -0.206
61 C -0.178 3.201 -1.140
62 O 0.451 4.157 -1.617
63 O 0.061 1.970 -1.314
64 H -1.733 4.526 -0.366
65 H -1.015 3.443 0.830
66 H -2.171 2.793 -0.343
67 C -6.100 1.080 0.385
68 N -4.931 0.237 0.201
69 C -4.315 -0.302 1.412
70 C -4.838 -0.428 -0.944
71 N -4.792 -0.963 -1.968
72 H -5.831 1.925 1.020
73 H -6.921 0.532 0.860
74 H -6.435 1.459 -0.578
75 H -4.028 0.527 2.059
76 H -3.410 -0.862 1.190
77 H -5.015 -0.947 1.954

---

Entry 6:
The following is a DFT calculation (ωB97M-V/def2-TZVPD) of a cluster of 10 separate species, C8H35BF4NO9 in total in a non-equilibrium geometry.

Output
Frontier orbital gap in Ha: 0.362
Charge: -1
Total energy in eV: -40335.9149
Energy above the lowest of the compared OMol25 structures with the same formula, charge and spin in kJ/mol: 74.52

Geometry (Å):
1 B -1.514 0.695 0.487
2 F -1.642 2.019 0.815
3 F -0.485 0.114 1.244
4 F -2.714 0.055 0.773
5 F -1.292 0.549 -0.824
6 C -3.159 -3.648 -2.230
7 C -2.292 -2.638 -1.463
8 O -0.916 -2.695 -1.918
9 H -2.947 -3.706 -3.298
10 H -4.222 -3.445 -2.095
11 H -3.043 -4.660 -1.840
12 H -2.463 -2.668 -0.387
13 H -2.572 -1.650 -1.830
14 H -0.561 -1.804 -1.912
15 C -1.280 1.817 -3.856
16 C -0.823 3.245 -3.450
17 O 0.570 3.322 -3.556
18 H -2.353 1.777 -4.044
19 H -1.067 1.006 -3.160
20 H -0.795 1.601 -4.808
21 H -1.168 3.474 -2.441
22 H -1.273 4.015 -4.076
23 H 0.887 4.227 -3.580
24 O -2.434 4.592 1.558
25 H -3.165 4.808 0.980
26 H -2.075 3.781 1.199
27 O 0.700 2.539 -0.926
28 H 0.009 2.085 -0.443
29 H 0.482 2.397 -1.847
30 O -4.597 -0.227 -0.906
31 H -5.107 -0.260 -0.097
32 H -3.741 0.108 -0.637
33 O -1.512 1.598 3.574
34 H -1.914 2.453 3.422
35 H -1.514 1.175 2.716
36 O 1.477 -1.248 -0.341
37 H 0.862 -0.535 -0.171
38 H 1.810 -1.489 0.524
39 O -2.852 -1.670 2.986
40 H -2.145 -1.690 3.631
41 H -2.420 -1.447 2.162
42 C 5.460 -2.353 1.565
43 C 4.474 -1.384 0.893
44 C 3.609 -0.617 1.935
45 O 2.511 -1.387 2.419
46 C 1.600 -0.737 3.281
47 N 5.234 -0.454 0.022
48 H 4.846 -3.121 2.036
49 H 6.141 -1.869 2.265
50 H 5.938 -2.758 0.673
51 H 3.849 -1.958 0.209
52 H 3.047 0.181 1.450
53 H 4.180 -0.149 2.737
54 H 1.283 0.242 2.920
55 H 2.059 -0.567 4.254
56 H 0.742 -1.408 3.329
57 H 5.687 0.245 0.593
58 H 4.601 0.123 -0.513

---

Which formula does entry 1 have? C2H5N4

---

What is the total energy in the fourth record? -78053.3629 eV

---

Number 6 is which compound? C8H35BF4NO9